Density functional theory data (ωB97M-V/def2-TZVPD) for 2 unconnected molecules or ions with the total composition C7H9N5O2S in a non-equilibrium geometry.

Atoms and positions in Å:
C1 -4.43182 -0.63653 0.15398
C2 -1.26617 2.95207 0.61834
C3 1.19701 0.00818 -0.00447
C4 0.24504 -1.19854 0.25448
C5 0.51403 1.33086 0.30997
C6 -1.27630 -0.78130 -0.24390
C7 -0.97276 1.47860 -0.02552
N1 -3.82764 1.13447 -0.93438
N2 -5.37665 -0.43029 -0.72921
N3 -4.98580 0.75551 -1.37751
N4 -3.52961 0.39832 0.05112
N5 -1.58950 0.35110 0.55812
O1 -1.70230 2.87590 1.74805
O2 -1.09454 3.97160 -0.10876
S1 -4.31079 -1.97657 1.17465
H1 2.06737 0.01031 0.59083
H2 1.66590 -0.04820 -0.95820
H3 0.56583 -1.96227 -0.45816
H4 0.10773 -1.43511 1.27908
H5 0.40677 1.33433 1.37438
H6 1.08788 2.18551 -0.21985
H7 -1.24793 -0.67004 -1.44590
H8 -1.81031 -1.71233 -0.03828
H9 -1.09724 1.64490 -1.14342

Cartesian forces (eV/Å) of the 2 atoms listed first:
0.49 -0.38 0.40
-0.94 -0.01 -1.63

Calculated values
Max |F| (eV/Å): 4.22
Energy above the lowest of the compared OMol25 structures with the same formula, charge and spin (kcal per mole): 0.00
Frontier orbital gap (eV): 5.93
Total charge: -2

***

Density functional theory data (ωB97M-V/def2-TZVPD) for a molecular structure, C20H28N2O6Re.

Atoms and positions in Å:
Re1 -0.10772 -0.41769 0.19776
C1 0.66985 -0.40535 -2.82555
C2 0.05192 -1.77236 -2.71882
O1 0.11225 -2.11271 -1.31816
C3 -0.54422 -3.37256 -1.00388
C4 -1.31351 -3.19373 0.29420
O2 -1.79386 -1.84494 0.17346
C5 -2.93293 -1.36470 0.90083
C6 -3.25974 -0.03905 0.22505
O3 -2.01387 0.60898 -0.17133
C7 -2.09364 1.27100 -1.46104
C8 -0.68822 1.57533 -1.92207
O4 0.09362 0.36668 -1.74491
H1 0.46068 0.07162 -3.78102
H2 1.74485 -0.43165 -2.65149
H3 0.61042 -2.50349 -3.30468
H4 -0.99412 -1.76939 -3.03672
H5 0.20792 -4.15630 -0.93157
H6 -1.23338 -3.59881 -1.81704
H7 -0.68657 -3.27429 1.18333
H8 -2.13974 -3.90230 0.35736
H9 -2.67592 -1.25729 1.95221
H10 -3.76487 -2.06018 0.78918
H11 -3.80128 0.62704 0.89476
H12 -3.84963 -0.20466 -0.67583
H13 -2.67270 2.19010 -1.36284
H14 -2.59764 0.59532 -2.15582
H15 -0.20702 2.34228 -1.31644
H16 -0.68257 1.87024 -2.97055
C9 -0.71737 -0.19280 4.38428
C10 -0.31792 0.44687 3.09116
O5 -0.48714 -0.40529 2.05891
C11 0.10157 1.73056 3.03425
C12 0.51532 2.62693 1.95478
C13 0.35258 4.09051 2.22424
N1 1.06324 2.32189 0.82661
N2 1.18819 0.95014 0.64644
C14 2.24778 0.15224 0.81653
O6 1.81863 -1.05736 0.58815
C15 3.61325 0.46234 1.16027
C16 4.48498 -0.60639 1.40543
C17 5.80129 -0.35032 1.73199
C18 6.25143 0.96386 1.80615
C19 5.39135 2.02610 1.55415
C20 4.06846 1.78437 1.23456
H17 -1.75019 -0.54218 4.33250
H18 -0.62133 0.49534 5.21853
H19 -0.08641 -1.06412 4.56761
H20 0.05907 2.22965 3.99377
H21 0.91656 4.36340 3.11812
H22 -0.69375 4.32629 2.42460
H23 0.70816 4.67842 1.38290
H24 4.11740 -1.62132 1.34192
H25 6.48017 -1.16815 1.92899
H26 7.28410 1.16143 2.06151
H27 5.75622 3.04229 1.60826
H28 3.39748 2.60613 1.03028

Cartesian forces (eV/Å) of the 2 atoms listed first:
-0.30 -0.46 -0.11
0.03 0.00 0.02

Calculated values
Max |F| (eV/Å): 0.63
Energy above the lowest of the compared OMol25 structures with the same formula, charge and spin (kcal per mole): 0.00
Frontier orbital gap (spin up / spin down) (eV): 7.35 / 7.30
2S+1: 2
Total charge: +2

***

Density functional theory data (ωB97M-V/def2-TZVPD) for a molecular structure, C8H3BiN2O4Se4 in a non-equilibrium geometry.

Atoms and positions in Å:
Bi1 0.42844 0.28220 0.06215
O1 -3.51630 0.78092 -2.00698
C1 -2.51933 0.67740 -1.29852
O2 -1.31671 0.82007 -1.63758
C2 -2.74997 0.33305 0.18687
C3 -3.94908 0.57227 0.84611
C4 -4.03617 0.26492 2.19583
C5 -2.94987 -0.29792 2.84781
C6 -1.79762 -0.53168 2.11340
N1 -1.72576 -0.19505 0.83657
C7 -0.53602 -1.17357 2.67451
O3 -0.61530 -1.83474 3.69606
O4 0.52102 -0.97076 1.98753
H1 -4.77343 1.00344 0.29788
H2 -4.94860 0.45573 2.74424
H3 -2.97783 -0.54269 3.89782
Se1 3.11423 -0.26555 0.03343
Se2 3.46420 1.63498 1.40359
Se3 1.86504 1.59640 3.06836
Se4 0.05145 2.83571 2.38763
N2 0.14389 -2.55662 -1.69338
C8 0.23874 -1.59695 -1.06876

Cartesian forces (eV/Å) of the 2 atoms listed first:
0.51 1.22 0.61
-0.51 0.10 -0.04

Calculated values
Max |F| (eV/Å): 1.45
Energy above the lowest of the compared OMol25 structures with the same formula, charge and spin (kcal per mole): 10.60
Frontier orbital gap (eV): 5.83
Total charge: -2

***

Density functional theory data (ωB97M-V/def2-TZVPD) for C5H10O2 in the gas phase in a non-equilibrium geometry.

Atoms and positions in Å:
C1 2.14848 0.13064 -0.11304
O1 1.05929 0.36293 0.75200
C2 -0.21823 0.04152 0.21600
C3 -0.60424 0.90492 -0.97999
C4 -1.19968 0.20884 1.37772
C5 -0.18792 -1.40165 -0.10325
O2 -1.24345 -1.88376 -0.73892
H1 2.11289 -0.87209 -0.56410
H2 3.04961 0.20573 0.49946
H3 2.20265 0.88162 -0.91420
H4 0.09342 0.77644 -1.81400
H5 -0.60483 1.95570 -0.67963
H6 -1.60260 0.62528 -1.32995
H7 -1.14279 1.24177 1.73072
H8 -2.22031 -0.01465 1.05433
H9 -0.92991 -0.45427 2.20561
H10 -0.71237 -2.70898 -0.59877

Cartesian forces (eV/Å) of the 2 atoms listed first:
0.24 0.04 -0.15
-0.03 0.30 0.08

Calculated values
Max |F| (eV/Å): 2.31
Energy above the lowest of the compared OMol25 structures with the same formula, charge and spin (kcal per mole): 104.20
Frontier orbital gap (eV): 9.34

***

Density functional theory data (ωB97M-V/def2-TZVPD) for 12 unconnected molecules or ions with the total composition C14H52N14O12 in a non-equilibrium geometry.

Atoms and positions in Å:
N1 -2.86891 -2.01460 3.15280
C1 -3.59891 -1.37560 2.27780
N2 -4.81291 -1.19460 2.76080
O1 -3.18091 -1.11060 1.01380
H1 -1.96991 -2.46560 2.88780
H2 -3.21691 -2.33060 4.01980
H3 -5.36791 -0.50360 2.21380
H4 -5.00091 -1.12560 3.78480
N3 -1.49191 0.65640 -0.22120
C2 -0.43491 0.17440 0.39080
N4 0.53309 1.09840 0.42180
O2 -0.18091 -1.17960 0.61980
H5 -2.32691 0.04340 -0.05620
H6 -1.71391 1.66940 -0.29320
H7 1.48609 0.78240 0.63780
H8 0.25709 2.04740 0.84380
N5 1.38309 1.60740 -2.05520
C3 2.14209 2.62940 -2.18820
N6 2.51809 2.94340 -3.36820
O3 2.60509 3.36640 -1.09820
H9 0.97709 1.49140 -1.11520
H10 1.15009 0.85540 -2.71420
H11 3.07209 3.78140 -3.46520
H12 2.23109 2.44840 -4.25620
N7 0.90809 -3.14260 -0.75920
C4 1.92609 -3.17660 -1.52620
N8 1.49509 -2.62360 -2.61220
O4 2.85109 -4.20160 -1.47320
H13 0.90809 -3.80360 -0.00420
H14 0.70609 -2.23960 -0.29820
H15 2.04509 -3.24860 -3.31920
H16 1.77709 -1.69360 -2.85020
N9 -2.04191 -2.07160 -3.70220
C5 -2.12491 -1.02460 -2.90820
N10 -0.94691 -0.90060 -2.48520
O5 -3.23691 -0.65760 -2.28220
H17 -1.54891 -1.90360 -4.58620
H18 -2.91991 -2.57660 -3.93020
H19 -0.27091 -0.40060 -3.10220
H20 -1.09191 -0.23460 -1.65420
N11 1.19009 4.80640 1.21980
C6 -0.05091 4.54340 1.57280
N12 -0.16491 3.28940 2.04680
O6 -1.06091 5.40740 1.38380
H21 1.35109 5.70840 0.69680
H22 1.88609 4.18440 0.89080
H23 -1.10691 2.96540 2.35980
H24 0.68109 2.88340 2.55480
N13 -0.44791 -2.89060 2.61380
C7 -0.60191 -4.17460 2.54880
N14 -0.61191 -4.86260 3.64880
O7 -0.87891 -4.77260 1.28580
H25 -0.31991 -2.28660 1.74680
H26 -0.21891 -2.35860 3.48280
H27 -0.96591 -5.85960 3.53080
H28 -0.39391 -4.58060 4.59680
C8 -1.62491 3.21240 -2.61020
C9 -1.51991 4.09540 -1.35920
O8 -2.54591 3.57440 -0.52420
H29 -1.05691 3.66740 -3.41720
H30 -2.63091 3.25340 -3.02420
H31 -1.28891 2.20340 -2.31520
H32 -1.64791 5.10040 -1.61620
H33 -0.48791 3.84840 -0.96920
H34 -2.59991 4.09640 0.26480
C10 -4.38791 -3.28860 -1.53120
C11 -3.23991 -3.90460 -0.68520
O9 -2.18291 -2.96360 -0.73020
H35 -5.31791 -3.82260 -1.30020
H36 -4.20091 -3.16360 -2.59520
H37 -4.68691 -2.28260 -1.21320
H38 -2.96991 -4.78760 -1.15320
H39 -3.49291 -4.08560 0.41380
H40 -2.38091 -2.27260 -0.08420
C12 3.09409 -1.31260 1.69880
O10 3.00509 -0.72660 0.36280
H41 2.18809 -1.11960 2.25580
H42 3.92909 -0.94460 2.34680
H43 3.21909 -2.37260 1.59580
H44 3.71309 -1.07860 -0.13720
C13 5.20409 1.81040 -0.45920
O11 5.96909 2.28040 0.61080
H45 5.70009 0.96540 -1.05220
H46 5.01309 2.57740 -1.15520
H47 4.29309 1.35940 -0.17220
H48 6.75509 2.71540 0.20980
C14 3.02909 2.34140 2.31380
O12 1.92409 1.90240 3.09180
H49 2.86409 2.78440 1.30080
H50 3.63609 1.44340 2.12880
H51 3.56009 3.11940 2.79480
H52 2.25809 1.37740 3.83380

Cartesian forces (eV/Å) of the 2 atoms listed first:
3.09 -1.03 0.25
2.30 -0.09 -5.06

Calculated values
Max |F| (eV/Å): 11.32
Energy above the lowest of the compared OMol25 structures with the same formula, charge and spin (kcal per mole): 141.21
Frontier orbital gap (eV): 7.58
SMILES string: NC(N)=O.NC(N)=O.NC(N)=O.NC(N)=O.NC(N)=O.NC(N)=O.NC(N)=O.CCO.CCO.CO.CO.CO

***

Density functional theory data (ωB97M-V/def2-TZVPD) for 2 unconnected molecules or ions with the total composition C17H35ClN2O7P in a non-equilibrium geometry.

Atoms and positions in Å:
C1 -1.89145 -1.32345 3.33319
C2 -2.41080 -0.19075 2.32620
Cl1 -1.52533 -0.14717 0.72132
C3 -3.99624 -0.24462 2.04535
O1 -4.28490 0.81760 1.09052
C4 -4.58862 2.02915 1.80709
O2 -5.75174 2.17996 2.19475
N1 -3.46313 2.92614 2.03356
C5 -2.92353 3.52217 0.77067
C6 -1.32655 3.47200 0.63495
C7 -0.54338 3.27714 2.01404
C8 0.94565 2.74522 1.68684
O3 1.58824 3.34145 0.80547
O4 1.52807 1.62296 2.35940
P1 -3.75854 4.11441 3.28783
O5 -2.66313 5.20748 3.31877
O6 -3.58888 3.27458 4.77437
O7 -5.22998 4.92217 3.17285
H1 -0.84599 -0.98878 3.67885
H2 -2.56869 -1.27761 4.26281
H3 -1.86342 -2.35122 2.85377
H4 -2.21726 0.81477 2.84932
H5 -4.25148 -1.28198 1.62344
H6 -4.61776 -0.15435 3.00903
H7 -3.33400 2.87945 -0.09288
H8 -3.27881 4.58442 0.57062
H9 -0.97366 2.63450 -0.06601
H10 -0.98118 4.47989 0.20588
H11 -1.02931 2.55367 2.74391
H12 -0.38907 4.25839 2.59488
H13 1.07279 0.80515 2.04886
H14 -2.65398 2.96118 4.83727
H15 -5.13046 5.79893 2.74652
C9 2.95645 -2.73935 -5.70937
C10 2.91702 -1.55858 -4.74849
C11 3.85847 -1.70685 -3.55310
C12 3.54484 -2.79608 -2.53331
N2 2.21093 -2.68464 -1.77505
C13 2.43339 -3.10892 -0.31187
C14 2.91799 -1.84040 0.35614
C15 2.04839 -0.76037 -0.25708
C16 1.62350 -1.27593 -1.62578
C17 1.19849 -3.62224 -2.40047
H16 2.64370 -3.66665 -5.22468
H17 2.28439 -2.55684 -6.55067
H18 3.96332 -2.88335 -6.10967
H19 1.88424 -1.39235 -4.42848
H20 3.21171 -0.66080 -5.30045
H21 3.95049 -0.74354 -3.03989
H22 4.86395 -1.91001 -3.94091
H23 4.34141 -2.78602 -1.78535
H24 3.57425 -3.78577 -2.99532
H25 1.46853 -3.42190 0.09541
H26 3.14133 -3.93863 -0.27565
H27 3.97015 -1.65197 0.12545
H28 2.82374 -1.88120 1.44256
H29 2.58001 0.19101 -0.33045
H30 1.16176 -0.58226 0.35982
H31 1.94312 -0.62524 -2.43291
H32 0.53521 -1.36089 -1.67320
H33 1.60124 -4.63520 -2.36599
H34 1.02228 -3.30646 -3.42759
H35 0.27225 -3.57144 -1.82716

Cartesian forces (eV/Å) of the 2 atoms listed first:
0.18 1.16 -0.23
-1.13 0.23 1.98

Calculated values
Max |F| (eV/Å): 5.55
Frontier orbital gap (eV): 9.97
Total charge: +1

***

One value per record, in order, for DFT total energy: -1094.45299, -1417.50532, -10537.65675, -346.85937, -2233.88159, -2106.28267 hartree.